P) Here is C2H7N3OS in the gas phase from the OMol25 dataset. Energies are from ωB97M-V/def2-TZVPD.

```
14
C2H7N3OS, DFT ωB97M-V/def2-TZVPD
C -1.83 -1.11 -0.35
C 0.68 0.81 0.06
H -2.64 -0.61 -0.92
H -2.14 -2.14 0.06
H -1.02 -1.33 -1.10
H -1.15 1.71 0.36
H 0.84 2.64 -0.28
H 0.59 -1.15 0.68
H 3.29 0.04 0.93
N -0.70 0.86 0.00
N 1.44 1.83 -0.18
N 1.14 -0.49 0.08
O -1.32 -0.24 0.67
S 2.83 -0.82 -0.01
```

Output
LUMO level ... 0.72 eV
Structure (SMILES) ... [H]/N=C(/NS)NOC
Total charge ... 0
HOMO-LUMO gap ... 9.7 eV
HOMO energy ... -9.016 eV

natural (NBO) population analysis, charges in e, atoms 1 to 5: number 1, C, carries -0.277; number 2, C, carries 0.531; number 3, H, carries 0.187; number 4, H, carries 0.202; number 5, H, carries 0.191

Q) Here is C2H7N3OS in the gas phase from the OMol25 dataset. Energies are from ωB97M-V/def2-TZVPD.

```
14
C2H7N3OS, DFT ωB97M-V/def2-TZVPD
C 1.26 0.07 0.61
C -0.15 -0.36 0.06
H 2.07 -0.57 -1.00
H 1.56 1.06 -1.28
H 1.51 -0.84 1.15
H 1.00 0.92 1.40
H -1.72 0.32 -1.15
H -1.59 2.18 1.18
H -2.00 -2.71 -0.08
N 2.10 0.47 -0.49
N -0.98 0.65 -0.40
N -0.52 -1.59 0.30
O -1.82 -1.75 -0.37
S -0.71 2.15 0.07
```

Output
LUMO level ... 0.64 eV
Structure (SMILES) ... NC/C(=N/O)NS
Total charge ... 0
HOMO-LUMO gap ... 9.7 eV
HOMO energy ... -9.057 eV

natural (NBO) population analysis, charges in e, atoms 1 to 5: number 1, C, carries -0.279; number 2, C, carries 0.352; number 3, H, carries 0.350; number 4, H, carries 0.364; number 5, H, carries 0.228

R) Here is a molecular structure, C2H7N3OS from the OMol25 dataset. Energies are from ωB97M-V/def2-TZVPD.

```
14
C2H7N3OS, DFT ωB97M-V/def2-TZVPD
C 1.54 1.41 0.00
C -0.06 -0.65 -0.15
H 2.14 2.17 -1.01
H 1.80 1.39 1.07
H 0.19 1.65 -0.09
H -0.74 0.53 -1.71
H -2.44 0.40 0.55
H -2.21 -0.95 -0.06
H 1.34 -2.16 1.01
N -0.95 0.17 -0.81
N -2.23 0.02 -0.42
N -0.39 -1.34 0.86
O 0.46 -2.27 1.36
S 1.58 -0.36 -0.58
```

Output
LUMO level ... 0.51 eV
Total charge ... 0
HOMO-LUMO gap ... 9.3 eV
HOMO energy ... -8.745 eV

natural (NBO) population analysis, charges in e, atoms 1 to 5: number 1, C, carries -0.775; number 2, C, carries 0.153; number 3, H, carries 0.258; number 4, H, carries 0.228; number 5, H, carries 0.262

S) Here is C2H7N3OS in the gas phase from the OMol25 dataset. Energies are from ωB97M-V/def2-TZVPD.

```
14
C2H7N3OS, DFT ωB97M-V/def2-TZVPD
C -0.79 1.97 0.18
C 0.27 -0.16 -0.16
H -0.50 3.04 -0.08
H -0.80 1.56 1.35
H -1.92 1.56 -0.30
H -1.48 -0.88 -1.08
H 0.30 -2.49 -0.22
H -1.10 -2.67 0.95
H 2.90 1.09 0.04
N -0.86 -0.88 -0.26
N -0.71 -2.31 -0.05
N 1.40 -0.85 0.13
O 0.31 1.21 -0.39
S 2.99 -0.20 -0.10
```

Output
LUMO level ... 0.68 eV
Structure (SMILES) ... CO/C(=N\S)NN
Total charge ... 0
HOMO-LUMO gap ... 8.7 eV
HOMO energy ... -7.985 eV

natural (NBO) population analysis, charges in e, atoms 1 to 5: number 1, C, carries -0.280; number 2, C, carries 0.674; number 3, H, carries 0.225; number 4, H, carries 0.202; number 5, H, carries 0.186

Stability check: which of them is most stable? P).